1.
Molecular formula: C14H13NO5S2
Method: DFT, ωB97M-V/def2-TZVPD

Each line ends with the Löwdin charge.
CARTESIAN COORDINATES (ANGSTROEM)
1 C -1.6313 2.4368 -0.4053  -0.013
2 C -0.6713 2.9915 0.6735  -0.245
3 C -1.2648 3.8949 1.5651  -0.036
4 C -0.5758 4.5160 2.5879  -0.058
5 C 0.7256 4.1117 2.7429  -0.059
6 C 1.3052 3.0852 1.9601  -0.017
7 C 0.5594 2.5200 0.9042  -0.212
8 S 1.3494 1.2315 -0.1512  0.816
9 O 2.5836 0.8172 0.5511  -0.312
10 O 1.5827 1.6917 -1.5769  -0.310
11 O 0.2836 -0.0639 -0.1903  -0.195
12 C 0.6527 -1.0126 -1.2323  -0.387
13 N -0.1945 -0.7713 -2.3838  -0.045
14 S -1.3959 -1.9754 -2.3460  0.730
15 O -1.3952 -2.2761 -3.7236  -0.316
16 O -2.7232 -1.3759 -1.9690  -0.319
17 C -0.5448 -3.2304 -1.2330  -0.133
18 C -0.7596 -4.5548 -0.8685  -0.044
19 C 0.1344 -5.1076 0.0270  -0.056
20 C 1.1168 -4.3246 0.7086  -0.009
21 C 1.3312 -2.9752 0.2812  0.021
22 C 0.4990 -2.4201 -0.7007  -0.158
23 H -2.4328 3.1198 -0.5439  0.065
24 H -1.1194 2.1698 -1.3332  0.076
25 H -2.0371 1.5056 -0.0004  0.093
26 H -2.3156 4.2237 1.4753  0.127
27 H -1.1119 5.1100 3.2599  0.096
28 H 1.3839 4.4875 3.4619  0.088
29 H 2.2848 2.7546 2.1303  0.092
30 H 1.7157 -1.0137 -1.4494  0.155
31 H 0.3536 -1.0177 -3.2866  0.168
32 H -1.4352 -5.1490 -1.3582  0.092
33 H 0.0152 -6.1946 0.1869  0.119
34 H 1.7031 -4.8031 1.4240  0.083
35 H 2.0286 -2.4018 0.8123  0.104

As for the SMILES: Cc1ccccc1S(=O)(=O)O[C@@H]1NS(=O)(=O)c2ccccc21. Its total energy is -48123.4921 eV. Its HOMO-LUMO gap is 9.63 eV. The largest force on an atom is 4.833 eV Å⁻¹. The calculation puts the HOMO energy at -9.7 eV.

=====

2.
Molecular formula: C16H18N8PdS3
Method: DFT, ωB97M-V/def2-TZVPD

Each line ends with the Löwdin charge.
CARTESIAN COORDINATES (ANGSTROEM)
1 Pd 0.1095 1.4974 -0.0384  0.778
2 N 3.2147 -0.4324 -0.0441  0.110
3 C 3.2357 0.9061 -0.0549  -0.657
4 N 2.1798 1.7218 -0.0563  -0.051
5 C 2.5970 3.0588 -0.0812  -0.335
6 C 3.9215 3.2446 -0.1044  -0.309
7 S 4.7404 1.7354 -0.0939  1.149
8 C 1.5599 4.0617 -0.0601  -0.340
9 C 1.6872 5.3954 -0.0596  -0.305
10 S 0.1381 6.1455 -0.0016  1.147
11 C -0.6125 4.5991 0.0257  -0.652
12 N 0.2505 3.5944 -0.0142  -0.041
13 N -1.9458 4.4778 0.0981  0.139
14 H 2.3587 -0.8910 0.2223  -0.007
15 H 4.0787 -0.9381 0.0556  0.117
16 H 4.4681 4.1723 -0.1338  0.098
17 H 2.5887 5.9844 -0.0858  0.097
18 H -2.5329 5.2885 0.1833  0.121
19 H -2.3664 3.5689 0.1277  0.062
20 N -2.6792 0.9387 0.8632  0.016
21 C -3.9823 1.0299 0.5590  -0.038
22 C -4.0689 1.4928 -0.7371  -0.021
23 C -2.7456 1.6538 -1.1528  -0.134
24 N -1.9091 1.3151 -0.1713  -0.192
25 H -2.2645 0.6002 1.7166  0.151
26 H -4.7474 0.7579 1.2678  0.142
27 H -4.9640 1.6790 -1.3042  0.120
28 H -2.3694 1.9824 -2.1083  0.129
29 N 0.1797 -1.0419 -2.1582  0.138
30 C 0.1213 -1.6847 -0.9898  -0.707
31 S 0.1291 -0.7961 0.5011  0.751
32 N 0.0540 -3.0062 -1.0225  0.094
33 C 0.0213 -4.0007 0.0176  -0.232
34 C 0.5825 -3.8291 1.2732  -0.061
35 C 0.4831 -4.8563 2.2028  -0.053
36 C -0.1538 -6.0437 1.8802  -0.053
37 C -0.6726 -6.2206 0.6056  -0.049
38 C -0.5821 -5.2023 -0.3269  -0.020
39 H 0.1871 -0.0382 -2.1684  0.071
40 H 0.1394 -1.5275 -3.0411  0.134
41 H -0.0893 -3.4065 -1.9408  0.159
42 H 1.1187 -2.9318 1.5390  0.061
43 H 0.9158 -4.7234 3.1849  0.117
44 H -0.2354 -6.8342 2.6134  0.118
45 H -1.1511 -7.1517 0.3351  0.120
46 H -0.9883 -5.3452 -1.3225  0.121

Its total energy is -64779.1902 eV. Its HOMO-LUMO gap is 7.11 eV. The energy relative to the best compared isomer or geometry (same formula, charge and spin) is 0.0 kcal per mole. As for the net charge: +2. The largest force on an atom is 0.941 eV Å⁻¹. The calculation puts the HOMO energy at -13.5 eV.

=====

3.
Molecular formula: C5H9IN2O
Method: DFT, ωB97M-V/def2-TZVPD

Each line ends with the Löwdin spin population.
CARTESIAN COORDINATES (ANGSTROEM)
1 C -0.6564 1.6432 0.2991  0.098
2 C 0.3357 -0.9401 -0.5907  0.506
3 C 0.3650 2.6676 -0.3362  -0.002
4 C 0.4648 -3.0061 0.5893  0.060
5 C -1.1590 0.6130 -0.5370  0.507
6 N -0.9890 1.8858 1.5082  0.362
7 N 1.3484 -0.5362 -1.1468  0.203
8 O -0.2528 -1.8454 0.0786  0.086
9 I -2.9402 -0.4496 0.2161  0.052
10 H 0.8528 3.2672 0.4878  0.000
11 H 1.2754 2.2843 -0.9433  0.001
12 H -0.2278 3.2790 -0.9260  -0.001
13 H 1.0993 -3.3640 -0.1455  0.006
14 H -0.1864 -3.9152 0.7374  0.003
15 H 1.1074 -2.6781 1.4385  0.004
16 H -1.1443 0.8145 -1.6261  0.018
17 H -1.6446 1.2823 2.0017  0.016
18 H 2.3516 -1.0021 -1.1052  0.082

As for the expectation value of S²: 2.024. The spin multiplicity is 3. Its total energy is -18452.1741 eV. Its HOMO-LUMO gap (alpha / beta) is 5.96 / 6.84 eV. The largest force on an atom is 4.101 eV Å⁻¹. The calculation puts the HOMO energy (alpha / beta) at -5.7 / -9.1 eV.